(1)
Computed, not measured: 6 unconnected molecules or ions with the total composition H12O6, with ωB97M-V/def2-TZVPD.

Structure (XYZ):
```
18
Properties=species:S:1:pos:R:3:forces:R:3
O 0.8079 18.6437 -18.2839 0.291 0.102 0.002
H 1.3221 19.2412 -18.8513 -0.133 -0.116 0.093
H 1.1573 18.7758 -17.3916 -0.100 0.022 -0.010
O 2.1997 20.6063 -19.9470 0.568 -0.107 0.030
H 2.8621 20.3912 -20.6185 -0.054 0.016 0.136
H 2.6450 21.2229 -19.3539 -0.163 0.036 -0.062
O 2.7458 16.2828 -15.1821 -0.073 0.044 -0.003
H 2.1264 15.9023 -14.5512 0.041 -0.017 -0.070
H 2.2711 17.0295 -15.5717 0.073 -0.039 0.123
O -2.0150 18.5533 -18.2549 0.220 -0.002 -0.021
H -1.0399 18.5417 -18.3368 -0.308 0.066 0.055
H -2.2447 19.4857 -18.2044 0.022 -0.045 -0.030
O 0.1717 20.5296 -21.8577 0.197 -0.354 0.104
H -0.4240 19.7780 -21.9540 0.036 0.093 0.009
H 0.8316 20.2488 -21.2004 -0.582 0.340 -0.227
O 1.6819 19.1342 -15.3722 0.001 0.088 0.049
H 1.0585 19.1723 -14.6369 -0.014 -0.014 -0.132
H 2.4594 19.6124 -15.0606 -0.022 -0.115 -0.047
```
Positions in Å, forces in eV/Å.

- Gap between HOMO and LUMO: 10.481 eV
- Structure (SMILES): O.O.O.O.O.O
- Energy relative to the best compared isomer or geometry (same formula, charge and spin): 25.90 kcal per mole
- DFT total energy: -12479.9906 eV


(2)
Computed, not measured: 6 unconnected molecules or ions with the total composition H12O6, with ωB97M-V/def2-TZVPD.

Structure (XYZ):
```
18
Properties=species:S:1:pos:R:3:forces:R:3
O -0.2378 -0.0446 0.0066 -0.532 -0.178 -0.083
H 0.0026 0.0495 -0.9151 0.327 0.042 -0.329
H -0.0300 0.8045 0.3967 0.424 0.269 0.350
O 1.7272 2.0189 0.4103 -0.147 0.067 -0.070
H 1.7589 2.5824 -0.3628 0.043 0.168 -0.255
H 2.5908 2.1138 0.8120 0.174 -0.009 0.145
O 0.7150 0.6636 2.8913 -0.174 0.159 0.231
H 0.5825 -0.1965 2.4928 -0.117 -0.251 -0.208
H 1.6635 0.7351 2.9983 0.186 0.032 0.039
O -0.1048 -2.8842 0.0874 0.056 -0.675 -0.180
H -0.0757 -1.9780 -0.2195 -0.069 0.365 0.168
H 0.1842 -2.8383 0.9988 0.000 0.036 0.139
O -3.4087 -0.0034 0.0891 -0.086 -0.181 -0.077
H -2.8762 0.7861 -0.0076 0.316 0.081 0.021
H -4.2765 0.3204 0.3304 -0.259 0.037 0.065
O 0.7701 -0.5861 -3.0098 -0.009 0.240 0.291
H 1.1806 -0.9614 -3.7888 0.179 -0.130 -0.125
H -0.1659 -0.5818 -3.2101 -0.313 -0.072 -0.123
```
Positions in Å, forces in eV/Å.

- Gap between HOMO and LUMO: 10.817 eV
- Structure (SMILES): O.O.O.O.O.O
- Energy relative to the best compared isomer or geometry (same formula, charge and spin): 36.48 kcal per mole
- DFT total energy: -12479.5320 eV


(3)
Computed, not measured: 6 unconnected molecules or ions with the total composition H12O6, with ωB97M-V/def2-TZVPD.

Structure (XYZ):
```
18
Properties=species:S:1:pos:R:3:forces:R:3
O -1.4863 -0.6368 2.2733 -0.613 0.387 -0.524
H -1.1896 -0.6375 1.3420 0.202 -0.398 0.173
H -2.4423 -0.5136 2.1356 0.408 -0.061 0.477
O 1.7788 0.6875 2.2031 -0.146 0.352 0.233
H 1.7799 1.3731 2.8913 0.028 -0.348 -0.335
H 0.9222 0.2541 2.3115 -0.026 -0.008 0.049
O 4.1704 -0.0398 -1.8881 0.074 0.105 0.110
H 4.6636 -0.4092 -2.6252 -0.067 0.003 -0.053
H 3.2708 0.0942 -2.2006 -0.074 -0.148 -0.030
O -4.9890 0.3697 -0.7530 0.242 0.138 -0.096
H -4.1443 0.1048 -1.1352 -0.074 -0.153 0.053
H -4.9702 1.3295 -0.8278 -0.136 -0.005 0.063
O 1.0828 0.7403 -1.2896 0.202 0.112 -0.255
H 0.8233 1.2541 -2.0628 -0.020 0.012 0.131
H 1.6869 1.2960 -0.7817 -0.076 -0.055 0.164
O -0.5769 -1.2720 -0.2702 -0.299 0.250 -0.017
H -0.0288 -2.0325 -0.0618 0.155 0.063 -0.033
H 0.0054 -0.5450 -0.5487 0.220 -0.245 -0.113
```
Positions in Å, forces in eV/Å.

- Gap between HOMO and LUMO: 11.105 eV
- Structure (SMILES): O.O.O.O.O.O
- Energy relative to the best compared isomer or geometry (same formula, charge and spin): 26.66 kcal per mole
- DFT total energy: -12479.9578 eV


(4)
Computed, not measured: 6 unconnected molecules or ions with the total composition H12O6 at a distorted geometry, with ωB97M-V/def2-TZVPD.

Structure (XYZ):
```
18
Properties=species:S:1:pos:R:3:forces:R:3
O -0.2365 5.1817 -4.4237 -0.923 -0.851 0.429
H 0.0195 5.4277 -5.3090 0.546 0.458 0.082
H 0.2715 5.5971 -3.7274 0.392 0.373 -0.453
O -1.9258 -3.7332 4.6866 -0.185 0.282 0.349
H -2.1068 -3.8032 3.7439 0.402 -0.314 0.175
H -1.0859 -4.1498 4.9202 -0.147 0.018 -0.548
O -1.2329 2.2553 -4.3632 0.245 -0.444 0.846
H -0.9251 2.9881 -3.8090 -0.224 0.132 -0.614
H -1.3413 2.5741 -5.2533 -0.011 0.487 -0.301
O 1.6328 -3.4577 5.7725 -0.167 0.313 0.057
H 2.3015 -2.9045 5.3644 0.364 -0.141 -0.270
H 1.0797 -2.7785 6.1728 -0.297 -0.166 0.171
O 1.1246 0.5475 -4.0303 0.457 0.351 -0.844
H 0.5696 1.3087 -4.2829 -0.115 -0.622 0.477
H 0.9039 0.2805 -3.1445 -0.368 0.114 0.380
O 0.3982 -1.3870 2.6150 -0.613 -0.322 0.030
H 1.0071 -2.0935 2.3944 0.273 -0.081 -0.067
H -0.4541 -1.8534 2.6732 0.370 0.412 0.100
```
Positions in Å, forces in eV/Å.

- Gap between HOMO and LUMO: 11.218 eV
- Structure (SMILES): O.O.O.O.O.O
- Energy relative to the best compared isomer or geometry (same formula, charge and spin): 38.21 kcal per mole
- DFT total energy: -12479.4567 eV


(5)
Computed, not measured: 6 unconnected molecules or ions with the total composition H12O6 at a distorted geometry, with ωB97M-V/def2-TZVPD.

Structure (XYZ):
```
18
Properties=species:S:1:pos:R:3:forces:R:3
O -0.3795 0.7694 -0.9550 -2.491 0.244 -0.415
H -1.1358 0.6229 -1.6020 1.778 0.189 1.108
H 0.4238 0.4750 -1.3501 0.655 -0.415 -0.707
O -1.1694 4.8913 0.4315 1.101 -1.688 1.872
H -1.5943 5.5375 -0.0703 -0.836 1.307 -1.617
H -0.7104 4.2426 -0.1111 -0.269 0.343 -0.255
O 3.9140 -0.9044 1.5972 -2.242 0.440 0.930
H 3.8562 -0.3105 0.8541 -0.060 0.204 0.053
H 4.8168 -1.1176 1.6330 1.844 -0.578 0.009
O -3.8523 -0.8604 0.7840 2.639 -1.195 -0.045
H -4.0106 0.0345 0.8352 -1.272 3.474 0.407
H -2.8612 -0.7902 0.6990 -1.314 -0.798 0.162
O 4.9191 -1.1558 -0.7398 -1.372 -0.838 -0.632
H 3.9584 -1.4997 -0.7297 2.364 1.279 -0.107
H 4.9733 -0.1943 -0.8565 -0.518 -0.511 -0.243
O -3.9813 -2.9750 -0.0928 -0.716 -3.277 2.145
H -3.8103 -3.8202 0.4662 -0.227 2.161 -1.817
H -3.3566 -2.9452 -0.7931 0.936 -0.344 -0.849
```
Positions in Å, forces in eV/Å.

- Gap between HOMO and LUMO: 10.536 eV
- Structure (SMILES): O.O.O.O.O.O
- Energy relative to the best compared isomer or geometry (same formula, charge and spin): 73.24 kcal per mole
- DFT total energy: -12477.9379 eV


(6)
Computed, not measured: 6 unconnected molecules or ions with the total composition H12O6 at a distorted geometry, with ωB97M-V/def2-TZVPD.

Structure (XYZ):
```
18
Properties=species:S:1:pos:R:3:forces:R:3
O -0.6256 -0.4032 1.1354 2.058 5.537 -1.486
H -0.8672 0.5464 1.0983 0.694 -0.195 -0.181
H -1.4448 -0.7269 0.9640 -3.670 -2.304 -1.006
O 2.9746 3.2782 0.0091 0.729 1.294 2.790
H 3.2563 3.8677 0.7975 -0.588 -0.806 -2.241
H 2.9024 2.4724 0.5354 -0.145 -0.492 -0.545
O 3.5978 -1.7166 -1.5376 -0.227 0.221 0.120
H 2.7974 -1.3675 -1.1107 0.414 -0.428 -0.165
H 3.7198 -2.6201 -1.2236 -0.217 0.195 0.055
O -2.3471 -2.2204 -1.7104 -0.340 0.321 2.007
H -2.3361 -1.6937 -2.5047 -0.093 0.562 -0.100
H -2.5709 -1.6405 -0.9219 0.386 -0.898 -1.990
O -3.3600 2.7773 -0.6612 0.668 -0.309 1.489
H -3.2333 2.6145 0.3280 0.066 0.526 -2.249
H -2.4935 2.9888 -1.0710 -0.722 -0.209 0.773
O -0.1287 -1.9267 2.5257 4.623 -0.863 2.244
H -1.0200 -1.7006 2.5037 -1.769 0.651 0.349
H 0.4024 -1.0484 2.5170 -1.869 -2.802 0.137
```
Positions in Å, forces in eV/Å.

- Gap between HOMO and LUMO: 10.100 eV
- Structure (SMILES): O.O.O.O.O.O
- Energy relative to the best compared isomer or geometry (same formula, charge and spin): 84.23 kcal per mole
- DFT total energy: -12477.4612 eV